C36H58BBrF8IN2O24P2S3 | wB97M-V/def2-TZVPD

Geometry as ORCA input:
```
! RIJCOSX wB97M-V def2-TZVPD def2/J DEFGRID3
* xyz 1 1
C -2.11307 4.63114 1.98454
C -1.15815 3.42367 2.16142
O -0.85178 2.82307 0.91224
C -0.85700 1.48400 0.65629
C -2.00473 0.60471 1.14915
B -3.44876 1.34129 1.17917
C -3.95090 2.43280 0.14397
O -4.28523 0.98301 2.18101
N -1.90879 -0.55193 0.28695
C -2.61866 -0.48016 -0.90711
O -4.01941 -0.85524 -0.81725
O -4.57512 -0.58145 -2.05804
C -0.74794 -1.43253 0.58639
C -0.85252 -2.65019 -0.37017
C -1.79349 -3.84945 -0.17405
C -3.32105 -3.73784 -0.04220
I -4.23003 -4.05595 -1.97928
C -1.12562 -2.06174 1.97446
C -1.02147 -1.51056 3.41373
P 0.14385 -2.28934 4.58434
O 1.40580 -1.53051 4.68595
O 0.26807 -3.84961 4.30892
C 1.49912 -4.43487 4.78867
C 1.46789 -4.81109 6.28105
O -0.55967 -2.21662 6.04969
C -0.29887 -0.97423 6.72624
C -1.17173 -0.95089 7.99359
C 0.66640 -0.64178 0.37429
C 2.01048 -1.37536 0.81117
Br 1.83135 -3.26580 1.47251
C 3.10127 -0.92129 1.84758
C 3.99738 0.30798 1.64321
S 1.00202 -0.62695 -1.50466
O -0.02484 0.00532 -2.26474
O 2.23258 0.06358 -1.74114
C 1.46265 -2.22124 -2.36684
F 2.45017 -1.96305 -3.23420
F 1.91888 -3.23850 -1.65544
F 0.51296 -2.66844 -3.16509
N 0.55181 0.81860 0.79558
S 0.87480 1.06294 2.58930
P 1.62295 2.19058 0.12406
S 1.11825 3.09089 -1.51963
H -3.09729 4.35715 2.36327
H -2.23797 4.75047 0.90677
H -1.70933 5.52987 2.43455
H -1.55540 2.73655 2.91652
H -0.25100 3.83457 2.62229
H -0.99280 1.47487 -0.43356
H -1.86146 0.45223 2.22515
H -4.36249 3.33267 0.60029
H -4.66882 1.94902 -0.52764
H -3.11822 2.73889 -0.49890
H -4.96643 1.66234 2.27691
H -2.66476 0.56642 -1.28460
H -2.26817 -0.94139 -1.83055
H -4.70766 0.37944 -2.12496
H 0.11743 -3.15478 -0.30738
H -0.88760 -2.42055 -1.43901
H -1.43991 -4.48709 0.64571
H -1.62754 -4.50089 -1.03389
H -3.65789 -4.59990 0.53080
H -3.71976 -2.87432 0.48263
H -2.19130 -2.25553 1.86822
H -0.76050 -3.08060 2.07390
H -0.91444 -0.45127 3.62541
H -1.95808 -1.72919 3.94693
H 2.39003 -3.84577 4.57188
H 1.61859 -5.36616 4.23300
H 0.46980 -4.65140 6.68405
H 1.67578 -5.87867 6.37369
H 2.22046 -4.29939 6.87624
H 0.72925 -0.88828 7.07196
H -0.53135 -0.08862 6.12342
H -1.22849 -1.98588 8.33757
H -0.69829 -0.38856 8.79581
H -2.19232 -0.62303 7.79464
H 2.66651 -1.57501 -0.03049
H 2.81110 -0.98966 2.89646
H 3.84726 -1.71687 1.80105
H 4.90058 0.17684 2.24093
H 4.33520 0.40319 0.60578
H 3.58740 1.27053 1.94749
H 1.06633 -0.14708 3.17672
H 2.95640 1.85253 -0.12473
H 1.71128 3.20973 1.09781
C 0.19933 6.46290 -4.42561
C -0.16554 7.89778 -4.15152
O -0.62911 7.84538 -2.80714
C 0.02938 6.81572 -2.20989
O 0.08963 6.64521 -1.03788
O 0.61617 6.00708 -3.13263
F -1.16766 8.31488 -4.94828
H -0.65641 5.87412 -4.76000
H 1.00138 6.36438 -5.15290
H 0.66829 8.59716 -4.22369
C -2.38028 -5.07386 9.25152
C -1.54917 -6.24605 9.70655
O -0.23679 -5.85504 9.33965
C -0.21122 -4.49142 9.38172
O 0.77407 -3.83703 9.39031
O -1.47152 -3.98041 9.41700
F -1.87582 -7.37561 9.03633
H -2.66705 -5.15238 8.20154
H -3.27566 -4.93306 9.85207
H -1.58522 -6.43764 10.78026
C 1.97187 -1.22997 -6.71072
C 3.23748 -0.70670 -7.33820
O 3.70102 -1.82076 -8.07400
C 2.59077 -2.54658 -8.42580
O 2.57271 -3.38465 -9.25349
O 1.51022 -2.16155 -7.68804
F 4.16112 -0.38557 -6.39610
H 2.16148 -1.75316 -5.77183
H 1.23386 -0.44993 -6.53614
H 3.09392 0.14142 -8.00983
C -2.57271 10.15475 -8.55624
C -1.44371 10.69968 -9.39230
O -0.41041 10.87388 -8.43868
C -0.61910 9.94286 -7.46340
O 0.18655 9.62833 -6.65504
O -1.87037 9.42122 -7.54798
F -1.75683 11.90210 -9.92795
H -3.15876 10.94691 -8.08822
H -3.24004 9.50656 -9.11905
H -1.10065 10.02922 -10.18250
C 3.76989 -4.76262 -3.91940
C 5.02759 -4.22139 -4.55052
O 5.49784 -5.32402 -5.29777
C 4.39585 -6.05899 -5.64854
O 4.38166 -6.89147 -6.48213
O 3.31326 -5.69056 -4.90273
F 5.95263 -3.89696 -3.61198
H 3.96961 -5.29269 -2.98533
H 3.03124 -3.99759 -3.73595
H 4.87129 -3.36829 -5.21533
*
```

Calculated values
F_max in Eh/bohr: 0.094
HOMO-LUMO gap in hartree: 0.26231
HOMO in eV: -11.257